No. 1
Computed, not measured: a molecular structure, C9H9N at a distorted geometry, with the ωB97M-V functional and the def2-TZVPD basis.

For the energy relative to the best compared isomer or geometry (same formula, charge and spin), the calculation gives 97.3 kcal/mol. The electronic energy is -10964.220 eV. As for the net charge: 0. The gap between HOMO and LUMO comes out at 9.343 eV.

XYZ file:
```
19
Properties=species:S:1:pos:R:3:mulliken_charge:R:1
C 3.37045 0.28794 0.01107 -0.56
C 2.53627 1.38551 0.13905 -0.27
C 2.84626 -0.99580 0.02084 -0.33
C 1.16710 1.20125 0.26123 -0.42
C 1.47719 -1.19874 0.14781 -0.72
C 0.69093 -0.08608 0.26676 0.75
C -1.27359 -0.39479 0.36121 -0.38
C -2.89325 0.04646 0.19253 0.42
C -4.00402 0.05091 -0.72655 -0.89
N -2.28736 0.21975 1.28339 -0.46
H 4.43497 0.43186 -0.10493 0.36
H 2.94637 2.38503 0.12721 0.37
H 3.50365 -1.84659 -0.08264 0.36
H 0.50158 2.04608 0.34979 0.40
H 1.06473 -2.19598 0.14494 0.33
H -1.22111 -1.46720 0.51193 0.18
H -4.85650 0.56818 -0.28454 0.32
H -4.28499 -0.97821 -0.96199 0.27
H -3.71870 0.54044 -1.65710 0.27
```



No. 2
Computed, not measured: a molecular structure, C9H9N2 at a distorted geometry, with the ωB97M-V functional and the def2-TZVPD basis.

For the energy relative to the best compared isomer or geometry (same formula, charge and spin), the calculation gives 139.1 kcal/mol. The electronic energy is -12447.541 eV. As for the net charge: +1. The gap between HOMO and LUMO (alpha / beta) comes out at 7.429 / 7.430 eV.

XYZ file:
```
20
Properties=species:S:1:pos:R:3:mulliken_charge:R:1
C -2.26594 -2.11485 0.70019 -0.53
C -1.77599 -1.04997 -0.04113 -0.29
C -1.32148 -3.03433 1.15738 -0.03
C 0.42960 -1.65634 0.81175 -0.22
C -0.39924 -0.70957 -0.00571 0.32
C 0.26458 2.93644 -0.37778 -0.05
C 0.26318 0.41007 -0.35313 0.47
C 1.57200 2.42908 -0.84997 -0.60
C 1.64476 0.85115 -0.64526 -0.51
N -0.07835 -2.74752 1.16614 -0.39
N -0.65007 2.10654 -0.15817 -0.48
H -3.30221 -2.29757 0.64851 0.42
H -2.61094 -0.48868 -0.47316 0.39
H -1.56614 -4.10828 1.50391 0.36
H 1.49561 -1.42978 1.09788 0.35
H 0.12975 4.02833 -0.51491 0.40
H 1.65603 2.85633 -1.88030 0.33
H 2.30097 2.88504 -0.31286 0.36
H 2.28104 0.65766 0.14770 0.42
H 1.93284 0.47623 -1.62107 0.30
```



No. 3
Computed, not measured: a molecular structure, C9H9N2O5PdS at a distorted geometry, with the ωB97M-V functional and the def2-TZVPD basis.

For the energy relative to the best compared isomer or geometry (same formula, charge and spin), the calculation gives 0.0 kcal/mol. The electronic energy is -37001.385 eV. The spin multiplicity is 3. As for the net charge: +1. The gap between HOMO and LUMO (alpha / beta) comes out at 6.822 / 6.713 eV.

XYZ file:
```
27
Properties=species:S:1:pos:R:3:mulliken_charge:R:1
O -0.21542 5.48928 -5.92648 -0.18
C -0.04281 4.68929 -5.11874 0.17
Pd 0.13199 1.98969 -1.51148 -0.29
C 1.36494 0.35205 -1.41321 0.21
O 1.94320 -0.58024 -1.07960 -0.12
C -0.82392 2.57559 0.15986 0.44
O -1.22722 3.34703 0.93409 -0.27
C -1.35686 1.56026 -2.73402 0.33
O -2.35691 1.36714 -3.26919 -0.19
C 1.57354 3.39350 -1.36344 0.43
O 2.50563 4.01815 -1.09136 -0.17
H -0.37270 3.47441 -2.18501 0.07
S -1.73816 0.24539 0.11939 -0.24
C -0.79277 -0.98760 0.85838 0.20
N -0.78848 -2.25274 0.38028 -0.11
C 0.08816 -3.28830 0.94327 -0.53
C 0.14713 -3.11702 2.45244 -0.57
C 0.60595 -1.71302 2.77110 -0.60
N -0.07180 -0.71641 1.95165 -0.06
H -1.24052 -2.38593 -0.51827 0.25
H 1.10316 -3.17695 0.52654 0.26
H -0.32992 -4.26086 0.66495 0.40
H 0.85990 -3.83995 2.86716 0.34
H -0.85040 -3.29252 2.87777 0.31
H 1.67097 -1.64135 2.53059 0.32
H 0.43311 -1.46595 3.82046 0.35
H -0.21977 0.21705 2.35286 0.26
```



No. 4
Computed, not measured: a single C9H9N3 molecule at a distorted geometry, with the ωB97M-V functional and the def2-TZVPD basis.

For the energy relative to the best compared isomer or geometry (same formula, charge and spin), the calculation gives 88.3 kcal/mol. The electronic energy is -13946.216 eV. Its SMILES is CNc1ccc2ncncc2c1. As for the net charge: 0. The gap between HOMO and LUMO comes out at 8.483 eV.

XYZ file:
```
21
Properties=species:S:1:pos:R:3:mulliken_charge:R:1
C -3.39699 -0.98524 0.28015 -0.79
N -2.56605 0.25591 -0.23707 -0.45
C -1.23400 0.34262 -0.03715 0.50
C -0.62033 1.68568 -0.23603 -0.29
C 0.63939 1.97494 -0.06675 -0.60
C 1.65537 0.87161 -0.00311 0.74
N 2.98018 1.18349 0.26870 -0.59
C 3.74774 0.04645 0.30715 -0.04
N 3.49399 -1.18901 -0.20747 -0.55
C 2.22034 -1.51121 -0.33145 -0.50
C 1.22436 -0.45951 -0.13137 0.32
C -0.28922 -0.67821 0.01813 -0.42
H -3.37628 -0.96990 1.36660 0.33
H -3.03231 -2.02527 -0.18615 0.26
H -4.49950 -0.71735 -0.17631 0.27
H -2.95595 0.85850 0.53358 0.35
H -1.35560 2.55867 -0.78764 0.18
H 1.14567 2.84256 -0.43546 0.33
H 4.85976 0.16094 0.59676 0.31
H 1.99114 -2.48060 -0.56109 0.52
H -0.63172 -1.76506 0.02595 0.13
```



No. 5
Computed, not measured: 2 unconnected molecules or ions with the total composition C9H9N3O2 at a distorted geometry, with the ωB97M-V functional and the def2-TZVPD basis.

For the energy relative to the best compared isomer or geometry (same formula, charge and spin), the calculation gives 57.7 kcal/mol. The electronic energy is -18043.252 eV. Its SMILES is O=c1cc[nH]c(=O)[nH]1.c1ccncc1. As for the net charge: 0. The gap between HOMO and LUMO comes out at 9.794 eV.

XYZ file:
```
23
Properties=species:S:1:pos:R:3:mulliken_charge:R:1
O 2.33979 -3.51516 -1.51953 -0.59
C 2.14964 -2.38338 -1.96412 0.49
C 0.95559 -1.57892 -1.65813 -0.51
C 0.78580 -0.42915 -2.32105 0.02
N 1.71151 0.00302 -3.18492 -0.05
C 3.04357 -0.47862 -3.32160 0.32
O 4.02175 0.06454 -3.87083 -0.61
N 3.21070 -1.70838 -2.68241 -0.08
H 0.15515 -2.20867 -1.18660 0.33
H -0.15698 0.19609 -2.20145 0.33
H 1.52951 0.78650 -3.66318 0.14
H 4.14186 -2.04816 -2.71458 0.20
C -1.04876 1.51690 3.12597 -0.29
C -1.52473 1.74270 1.81854 -0.44
C -2.76748 1.22410 1.34549 -0.11
N -3.55657 0.61461 2.26303 -0.55
C -3.18629 0.61584 3.57998 -0.19
C -1.98121 0.94413 4.00317 -0.28
H -0.13736 1.77754 3.54230 0.46
H -1.04430 2.25663 1.06411 0.43
H -2.85882 1.05651 0.21751 0.29
H -3.99010 0.41537 4.23026 0.42
H -1.79229 1.13597 5.09804 0.26
```



No. 6
Computed, not measured: a single C9H9N3O3 molecule, with the ωB97M-V functional and the def2-TZVPD basis.

For the energy relative to the best compared isomer or geometry (same formula, charge and spin), the calculation gives 96.5 kcal/mol. The electronic energy is -20088.183 eV. Its SMILES is COC[C@@H](C#N)[C@](C#N)(CC=O)OC#N. As for the net charge: 0. The gap between HOMO and LUMO comes out at 11.155 eV.

XYZ file:
```
24
Properties=species:S:1:pos:R:3:mulliken_charge:R:1
C -2.58225 -0.26350 1.10572 -0.79
O -1.70336 0.73373 0.59204 -0.39
C -1.38543 0.60185 -0.76205 -0.95
C -0.26969 -0.42859 -1.04402 0.18
C 0.21433 -0.17177 -2.41587 -0.14
N 0.59870 0.11390 -3.45780 -0.47
C 0.95736 -0.30747 -0.11253 1.57
C 0.65834 -0.75147 1.27004 -0.37
N 0.42945 -0.91821 2.38156 -0.50
C 1.60577 1.08140 -0.12383 -0.90
C 1.49198 1.85407 1.19446 -0.09
O 0.80227 2.82738 1.28695 -0.44
O 1.98092 -1.23588 -0.65641 -0.48
C 1.84104 -2.47622 -0.29517 0.53
N 1.78992 -3.59421 -0.02508 -0.45
H -3.40066 0.24073 1.61753 0.25
H -2.06808 -0.88738 1.83770 0.30
H -2.96727 -0.91868 0.32079 0.37
H -2.27331 0.28285 -1.32156 0.58
H -1.10806 1.57731 -1.15871 0.43
H -0.62698 -1.46102 -1.02314 0.58
H 1.23661 1.69762 -0.93981 0.34
H 2.67232 0.92038 -0.30209 0.42
H 2.10607 1.48317 2.03129 0.42
```